(1)
14
Properties=species:S:1:pos:R:3 method="wB97M-V/def2-TZVPD" smiles=C1CC2(C1)CO2 de_lowest_kcal_mol=75.2 homo_energy_ev=-9.6 lumo_ev=1.099 multiplicity=1 energy_ev=-7358.9965
C 0.883 -0.416 -1.055
C -0.025 -1.171 -0.055
C -0.745 0.196 0.121
C 0.126 0.927 -0.872
C -0.690 0.480 1.540
O -1.844 0.790 0.784
H 0.778 -0.826 -2.056
H 1.933 -0.361 -0.769
H -0.511 -2.097 -0.347
H 0.524 -1.374 0.875
H -0.316 1.311 -1.798
H 0.662 1.755 -0.394
H -0.858 -0.388 2.180
H 0.082 1.174 1.847

=====

(2)
68
Properties=species:S:1:pos:R:3 method="wB97M-V/def2-TZVPD" smiles="NC(N)=O.CC(C)O.CC(C)O.CC(C)O.CC(C)O.CC(C)O" de_lowest_kcal_mol=159.2 homo_energy_ev=-8.8 lumo_ev=0.209 multiplicity=1 energy_ev=-32564.4663
N -9.610 -11.264 24.342
C -10.407 -11.879 23.525
N -10.285 -11.384 22.311
O -11.282 -12.967 23.855
H -9.600 -11.677 25.221
H -8.972 -10.536 24.072
H -10.829 -11.861 21.574
H -9.906 -10.536 22.039
C -12.190 -14.314 19.962
C -12.491 -12.828 19.900
C -13.443 -12.470 21.061
O -11.510 -12.024 19.937
H -11.551 -14.455 19.123
H -13.064 -14.962 19.730
H -11.714 -14.614 20.886
H -12.880 -12.643 18.881
H -13.086 -12.944 21.931
H -14.441 -12.777 20.821
H -13.528 -11.368 21.123
H -11.329 -11.606 19.080
C -6.982 -13.095 22.395
C -7.693 -13.848 21.343
C -8.501 -15.004 21.965
O -8.440 -13.153 20.631
H -7.719 -12.642 23.027
H -6.283 -12.358 21.912
H -6.401 -13.909 22.934
H -6.876 -14.343 20.782
H -8.812 -15.669 21.201
H -9.361 -14.562 22.405
H -7.995 -15.598 22.713
H -9.018 -12.791 21.274
C -8.724 -8.559 18.918
C -8.954 -9.333 20.183
C -7.641 -10.075 20.501
O -9.234 -8.610 21.148
H -8.266 -9.182 18.135
H -8.013 -7.738 18.938
H -9.645 -8.177 18.573
H -9.735 -10.108 20.021
H -7.314 -10.697 19.700
H -7.816 -10.767 21.379
H -6.857 -9.403 20.673
H -9.718 -7.820 20.836
C -7.067 -9.872 25.654
C -7.048 -9.130 24.327
C -5.942 -9.619 23.463
O -8.089 -9.240 23.655
H -6.161 -9.740 26.251
H -7.168 -10.895 25.390
H -7.878 -9.524 26.312
H -6.900 -8.128 24.573
H -6.133 -10.635 23.052
H -5.022 -9.655 24.037
H -5.889 -8.897 22.719
H -8.480 -8.344 23.615
C -11.519 -8.445 24.953
C -12.100 -8.558 23.524
C -13.555 -9.023 23.532
O -12.130 -7.499 22.902
H -10.492 -8.062 24.973
H -11.434 -9.418 25.367
H -12.217 -7.877 25.577
H -11.448 -9.138 22.861
H -13.538 -9.936 24.111
H -13.970 -9.262 22.536
H -14.163 -8.308 23.923
H -12.789 -7.451 22.215

=====

(3)
62
Properties=species:S:1:pos:R:3 method="wB97M-V/def2-TZVPD" smiles="O=C(c1ccc(S(=O)(=O)N2CCCCCC2)cc1)N(c1ccccn1)C1CCCCC1" de_lowest_kcal_mol=11.6 homo_energy_ev=-8.9 lumo_ev=0.400 multiplicity=1 energy_ev=-46839.9404
O 2.804 -0.814 -2.344
C 1.875 -0.736 -1.569
C 1.617 0.507 -0.784
C 1.532 1.727 -1.446
C 1.399 2.899 -0.722
C 1.386 2.847 0.659
S 1.213 4.365 1.598
O 1.545 5.455 0.725
O 1.918 4.223 2.839
N -0.397 4.448 1.946
C -1.309 4.914 0.939
C -2.135 3.796 0.296
C -2.892 2.954 1.324
C -1.962 2.049 2.137
C -1.407 2.682 3.415
C -0.898 4.126 3.253
C 1.499 1.645 1.331
C 1.610 0.470 0.609
N 1.058 -1.804 -1.286
C -0.176 -1.595 -0.665
C -0.710 -2.492 0.262
C -1.954 -2.217 0.800
C -2.623 -1.065 0.412
C -1.996 -0.228 -0.496
N -0.814 -0.485 -1.021
C 1.397 -3.083 -1.916
C 0.184 -3.806 -2.493
C 0.655 -5.032 -3.271
C 1.456 -5.964 -2.366
C 2.652 -5.231 -1.764
C 2.190 -4.002 -0.985
H 1.570 1.745 -2.524
H 1.334 3.861 -1.205
H -0.704 5.419 0.184
H -1.985 5.653 1.388
H -1.476 3.145 -0.282
H -2.845 4.257 -0.394
H -3.610 2.329 0.788
H -3.460 3.604 1.992
H -1.134 1.736 1.497
H -2.500 1.144 2.427
H -0.594 2.049 3.777
H -2.182 2.687 4.184
H -1.703 4.831 3.484
H -0.080 4.301 3.954
H 1.522 1.651 2.409
H 1.710 -0.475 1.124
H -0.162 -3.367 0.567
H -2.394 -2.892 1.519
H -3.599 -0.827 0.804
H -2.460 0.687 -0.837
H 2.060 -2.806 -2.745
H -0.490 -4.125 -1.695
H -0.369 -3.129 -3.148
H -0.208 -5.561 -3.681
H 1.280 -4.713 -4.107
H 0.812 -6.330 -1.562
H 1.800 -6.828 -2.936
H 3.206 -5.900 -1.103
H 3.325 -4.917 -2.564
H 1.575 -4.323 -0.142
H 3.051 -3.460 -0.591

=====

- Which value of multiplicity does entry 1 give?
  1